Entry 1:
The following is a quantum chemistry calculation of a cluster of 4 separate species, C24H60N4O8 in total, from OMol25.

## Properties
Charge: -1
Multiplicity: 2
Gap between HOMO and LUMO (spin up / spin down): 0.0331 / 0.3046 Ha

XYZ file:
```
96
C24H60N4O8 the ωB97M-V functional and the def2-TZVPD basis
C 12.8207 7.6091 -1.0945
O 11.7238 6.6839 -1.0658
C 11.5547 5.8510 0.0726
C 10.1520 5.3221 -0.1319
N 9.0830 6.3203 -0.1750
C 7.7534 6.0763 -0.4435
C 7.5913 5.8550 -1.9268
O 6.3418 5.1133 -1.9880
C 5.8975 4.8641 -3.2944
H 12.8309 8.3416 -0.2873
H 12.8353 7.9621 -2.1256
H 13.7338 7.0182 -1.0219
H 11.5923 6.3928 1.0176
H 12.1696 4.9511 0.0557
H 9.8121 4.8411 0.7853
H 10.0719 4.5827 -0.9288
H 9.3307 7.2266 -0.5457
H 7.0194 6.7641 -0.0236
H 7.5518 5.0772 -0.0574
H 8.3563 5.2518 -2.4157
H 7.5967 6.8497 -2.3726
H 5.7417 5.8026 -3.8264
H 5.0008 4.2455 -3.2589
H 6.6097 4.3963 -3.9741
C 5.1307 2.4649 0.5036
O 3.8372 2.0750 0.1589
C 3.8511 1.3232 -1.1103
C 2.4516 0.7425 -1.4553
N 2.1185 -0.6422 -1.1418
C 1.9145 -0.8004 0.2861
C 0.4617 -0.3753 0.7643
O -0.4777 -0.7289 -0.1299
C -1.7818 -0.3893 0.1171
H 5.7609 1.6914 0.9426
H 5.1686 3.1508 1.3499
H 5.5250 2.9428 -0.3932
H 4.5492 0.5420 -0.8096
H 4.2564 1.9045 -1.9386
H 2.3874 0.7540 -2.5433
H 1.6773 1.4113 -1.0794
H 1.1534 -0.7242 -1.4280
H 2.7116 -0.3250 0.8577
H 2.0167 -1.8580 0.5293
H 0.5430 0.7064 0.8719
H 0.1688 -0.8985 1.6745
H -2.2334 -1.1320 0.7748
H -2.2173 -0.2787 -0.8760
H -1.8208 0.5311 0.6998
C -3.4994 -3.7752 -0.9724
O -4.3158 -2.6692 -0.9020
C -5.5697 -2.7798 -1.4442
C -6.2128 -1.3563 -1.4372
N -7.7192 -1.2895 -1.4402
C -8.2163 0.1442 -1.4923
C -9.7117 0.2333 -1.1162
O -10.1389 -0.0922 0.2209
C -11.5061 -0.1769 0.2949
H -4.0593 -4.6523 -0.6478
H -2.7200 -3.5318 -0.2504
H -3.1578 -4.0158 -1.9792
H -6.2210 -3.4057 -0.8341
H -5.5194 -3.2071 -2.4456
H -5.7508 -0.8975 -2.3114
H -5.8597 -0.8991 -0.5129
H -8.0745 -1.8756 -0.6984
H -7.9836 0.6402 -2.4347
H -7.6832 0.7920 -0.7965
H -10.3035 -0.1389 -1.9524
H -10.0391 1.2712 -1.1774
H -11.8465 -0.7262 1.1726
H -11.8967 -0.8622 -0.4574
H -11.9494 0.8182 0.2578
C -2.8195 -1.7268 3.6049
O -3.2460 -3.0129 3.2666
C -4.4887 -2.8580 2.6805
C -5.3034 -4.0802 2.5463
N -4.4582 -5.2092 2.1061
C -4.8606 -6.5282 2.4763
C -3.5661 -7.4043 2.2609
O -3.4212 -7.5203 0.8520
C -2.2427 -8.1918 0.4546
H -1.9634 -1.8542 4.2673
H -3.4817 -1.0906 4.1922
H -2.4990 -1.2296 2.6893
H -4.3527 -2.5218 1.6526
H -5.1246 -2.1854 3.2560
H -6.2103 -4.1231 1.9430
H -5.6540 -4.3681 3.5374
H -3.5016 -4.8966 2.1914
H -5.7344 -6.9580 1.9867
H -5.1451 -6.5453 3.5284
H -3.8269 -8.4289 2.5263
H -2.6915 -7.1213 2.8467
H -2.0923 -9.2021 0.8349
H -1.3180 -7.6600 0.6789
H -2.3673 -8.3168 -0.6210
```

Here are the Mulliken charges for atoms 1 to 8, given in e:
1. C -1.1149
2. O 0.0408
3. C -0.7027
4. C -0.6737
5. N -0.0641
6. C -0.6909
7. C -0.3389
8. O -0.0160


Entry 2:
The following is a quantum chemistry calculation of a cluster of 9 separate species, C24H60N6O9S3 in total, from OMol25.

## Properties
Charge: 0
Gap between HOMO and LUMO: 0.2888 Ha

XYZ file:
```
102
C24H60N6O9S3 the ωB97M-V functional and the def2-TZVPD basis
C -20.0762 12.8998 20.7318
C -19.0047 12.3064 19.8279
O -18.5961 12.9343 18.8456
N -18.5023 11.1292 20.2175
C -17.5099 10.3823 19.4957
H -19.7101 13.8955 20.9942
H -20.1780 12.3619 21.6716
H -20.9798 13.0843 20.1556
H -18.9422 10.7016 21.0141
H -17.7466 9.3180 19.4727
H -16.5044 10.4888 19.9067
H -17.4505 10.6801 18.4509
C -23.4705 19.4510 17.0799
C -24.0215 18.5108 16.0155
O -25.1359 18.0068 16.0886
N -23.1446 18.1597 15.0592
C -23.3239 17.2217 13.9713
H -22.4041 19.5694 16.8866
H -23.6191 18.9754 18.0487
H -24.0139 20.3926 17.0976
H -22.2843 18.6803 14.9735
H -22.9758 17.6324 13.0208
H -24.3588 16.9174 13.8522
H -22.6611 16.3619 14.1013
C -20.7571 16.2990 16.7133
C -19.7849 17.2789 16.1153
O -20.1881 18.2992 15.5691
N -18.4655 17.0352 16.2471
C -17.8510 15.7337 16.5286
H -20.2212 15.4740 17.1952
H -21.4077 15.8976 15.9411
H -21.3216 16.7163 17.5446
H -17.8170 17.7129 15.8742
H -17.9767 15.4902 17.5807
H -16.7980 15.7710 16.2561
H -18.2573 14.9574 15.8740
C -15.6773 17.7737 18.6353
C -14.6954 17.9642 17.5113
O -14.3524 19.0963 17.2046
N -14.2313 16.8578 16.8772
C -13.2179 16.9232 15.8518
H -15.2210 18.1652 19.5443
H -15.9051 16.7322 18.8705
H -16.6209 18.2616 18.3982
H -14.3591 15.9696 17.3638
H -13.6468 16.8910 14.8497
H -12.5763 16.0635 16.0614
H -12.6126 17.8237 15.9552
C -15.7911 15.8284 13.1063
C -16.5186 16.9684 12.4760
O -16.6208 18.0544 13.0523
N -17.0189 16.8421 11.2214
C -17.0069 15.6065 10.4485
H -15.6209 15.9476 14.1711
H -14.7928 15.8215 12.6582
H -16.3650 14.9271 12.8774
H -17.4856 17.6552 10.8615
H -17.6865 14.8517 10.8508
H -16.0111 15.1652 10.4146
H -17.3193 15.8132 9.4278
C -21.9237 11.9864 16.9326
C -20.8034 11.7699 15.9499
O -21.0369 11.6602 14.7559
N -19.5569 11.6694 16.4643
C -18.4546 11.2654 15.6159
H -21.6793 11.7071 17.9596
H -22.7760 11.3898 16.6182
H -22.1858 13.0458 16.9472
H -19.3826 11.9115 17.4350
H -18.8668 10.8070 14.7216
H -17.8355 10.5237 16.1257
H -17.8158 12.1131 15.3557
C -14.1511 12.0630 18.4082
S -15.4298 13.1402 17.7068
O -15.1177 14.5212 18.2240
C -14.8017 13.0856 16.0184
H -14.5945 11.0634 18.4229
H -13.8990 12.3866 19.4139
H -13.2464 11.9590 17.8096
H -14.8966 12.0475 15.6888
H -13.7237 13.2543 15.9948
H -15.3303 13.8207 15.4188
C -17.5324 20.8059 15.0640
S -18.2234 21.0484 16.7358
O -17.0887 21.7328 17.4786
C -19.4437 22.3597 16.3445
H -16.6498 20.1682 15.1212
H -17.2371 21.7117 14.5360
H -18.2351 20.2527 14.4350
H -20.2629 21.8271 15.8509
H -19.0396 23.1030 15.6598
H -19.8751 22.8548 17.2108
C -26.0247 15.9437 20.1097
S -25.7930 15.1150 18.5059
O -26.3808 16.0543 17.4996
C -24.0082 15.2966 18.2804
H -27.0980 15.9744 20.2801
H -25.6146 16.9546 20.0970
H -25.5505 15.4440 20.9578
H -23.7337 16.3456 18.4112
H -23.7547 15.0729 17.2447
H -23.4062 14.6673 18.9379
```

Here are the Mulliken charges for atoms 1 to 8, given in e:
1. C -1.0092
2. C 0.6914
3. O -0.4413
4. N -0.1397
5. C -0.5345
6. H 0.2964
7. H 0.4395
8. H 0.0809


Entry 3:
The following is a quantum chemistry calculation of a cluster of 10 separate species, C24H61N7O10 in total, from OMol25.

## Properties
Charge: 0
SMILES: CNC(C)=O.CNC(C)=O.CNC(C)=O.CNC(C)=O.CNC(C)=O.CNC(C)=O.CNC(C)=O.CO.CO.CO
Gap between HOMO and LUMO: 0.3348 Ha

XYZ file:
```
102
C24H61N7O10 the ωB97M-V functional and the def2-TZVPD basis
C 2.0511 -2.3746 1.8420
N 2.2247 -2.8911 0.4590
C 1.3797 -3.6668 -0.2907
C -0.0200 -4.0383 0.2859
O 1.7036 -3.9747 -1.4070
H 2.2344 -1.3002 1.8292
H 2.8909 -2.7224 2.4435
H 1.1182 -2.5954 2.3608
H 3.1751 -2.8631 0.1184
H -0.6024 -3.2331 0.7336
H 0.1299 -4.8364 1.0131
H -0.5846 -4.3765 -0.5830
C -4.6262 -1.1269 1.2615
N -3.8363 -1.4629 2.4504
C -4.0701 -2.5552 3.1695
C -3.1779 -2.6978 4.3894
O -4.8682 -3.4337 2.9129
H -5.6905 -1.2278 1.4736
H -4.2311 -1.8126 0.5119
H -4.3739 -0.1331 0.8916
H -3.1116 -0.7834 2.6329
H -3.8742 -2.7558 5.2259
H -2.4730 -1.9197 4.6822
H -2.5591 -3.5915 4.3091
C 0.7036 -3.0510 -7.7998
N 0.4011 -3.3909 -6.4203
C -0.3963 -2.6175 -5.6568
C -0.7703 -3.2970 -4.2892
O -0.8677 -1.5159 -5.9572
H 1.6821 -2.5727 -7.8448
H -0.0096 -2.4254 -8.3365
H 0.7123 -3.9559 -8.4073
H 0.7589 -4.2683 -6.0707
H -0.8024 -4.3757 -4.4422
H -1.6910 -2.8709 -3.8907
H 0.0448 -3.1342 -3.5841
C 2.7901 5.8338 1.9441
N 2.0861 4.8264 2.7691
C 0.9590 4.2586 2.3978
C 0.4580 3.0862 3.2166
O 0.2908 4.6405 1.4192
H 2.6695 6.8332 2.3621
H 2.5624 5.7933 0.8789
H 3.8543 5.5984 1.9371
H 2.6382 4.3738 3.4835
H -0.2541 2.5378 2.5999
H 0.0185 3.3679 4.1734
H 1.1524 2.3133 3.5462
C -4.5500 3.0870 -1.6498
N -5.1476 3.1091 -0.3513
C -4.4729 3.1640 0.8297
C -2.9566 3.0607 0.8694
O -5.0944 3.3642 1.8448
H -3.6083 3.6118 -1.8109
H -5.1883 3.5318 -2.4131
H -4.3611 2.0333 -1.8555
H -6.1364 3.2530 -0.2039
H -2.5307 4.0599 0.9607
H -2.6030 2.5448 -0.0232
H -2.5231 2.4113 1.6299
C 4.1294 2.1886 0.5863
N 4.9054 1.0169 1.0044
C 5.0045 0.6444 2.3004
C 5.6397 -0.7093 2.5833
O 4.5758 1.3623 3.2249
H 3.9446 2.1111 -0.4852
H 4.7028 3.1066 0.7151
H 3.1839 2.3236 1.1115
H 5.2829 0.4109 0.2900
H 4.7891 -1.3867 2.5068
H 5.9226 -0.6275 3.6328
H 6.5543 -0.9847 2.0583
C 0.4806 1.5806 -0.3816
N -0.2379 0.4724 -0.9162
C -1.0515 -0.2636 -0.1717
C -1.8021 -1.3151 -0.9513
O -1.1953 -0.0763 1.0170
H -0.0298 2.5437 -0.3750
H 1.4153 1.7407 -0.9190
H 0.7223 1.3768 0.6616
H -0.2777 0.3177 -1.9135
H -1.9682 -2.1073 -0.2213
H -1.2200 -1.8340 -1.7129
H -2.7629 -1.0996 -1.4188
C -2.0071 1.6166 -4.2629
O -1.2312 0.4000 -4.0050
H -1.5066 2.4742 -4.7123
H -2.8448 1.3257 -4.8967
H -2.3621 2.0101 -3.3104
H -1.1274 -0.1078 -4.8131
C 0.0670 -0.3983 4.5387
O -1.0464 0.1291 3.7887
H 0.0483 -0.1267 5.5942
H 0.0254 -1.4830 4.6379
H 1.0038 -0.1729 4.0290
H -0.9488 -0.0646 2.8535
C 3.4499 -1.1361 -1.9069
O 4.2776 -1.7782 -0.9935
H 2.8039 -1.8578 -2.4069
H 2.8112 -0.4500 -1.3506
H 4.1148 -0.6636 -2.6300
H 5.1381 -1.3548 -0.9507
```

Here are the Mulliken charges for atoms 1 to 8, given in e:
1. C -1.0669
2. N 0.1010
3. C 0.7025
4. C -0.8642
5. O -0.6658
6. H 0.0791
7. H 0.4494
8. H 0.3452


Result set for relative energy (zero: lowest compared OMol25 entry of this formula, charge and spin): 16.24 0.00 19.66 kcal/mol, one per record in the order listed.
Result set for calculated total energy: -1770.97027 -3150.68279 -2086.77445 hartree, one per record in the order listed.